(1)
Entry from the Open Molecules 2025 dataset: a structure of composition C36H52N3O3Pt at a distorted geometry (ωB97M-V/def2-TZVPD).

Last column: Mulliken spin population.
CARTESIAN COORDINATES (ANGSTROEM)
Pt: 13.3582 11.4531 6.5208  0.090
C: 15.9213 17.9217 7.8448  0.027
C: 16.6150 17.2148 6.6774  0.033
C: 16.0974 17.7495 5.3461  0.024
C: 18.1105 17.4135 6.8064  0.007
C: 16.2525 15.7206 6.7335  0.040
C: 14.8909 15.3576 6.6585  0.031
C: 14.5227 14.0164 6.6791  -0.005
N: 13.2390 13.4222 6.6662  0.226
C: 12.0216 13.9364 6.8183  0.147
C: 11.6825 15.3111 7.0294  0.020
C: 10.3875 15.6897 7.1046  0.007
C: 9.3725 14.6914 6.9899  0.091
C: 9.6041 13.3396 6.8339  0.007
C: 10.9687 12.9315 6.7528  0.248
O: 11.3678 11.6915 6.5663  0.207
C: 8.3743 12.3755 6.8582  0.012
C: 7.6932 12.4799 8.2646  0.004
C: 8.6852 10.9175 6.5859  -0.005
C: 7.3745 12.8634 5.7845  0.001
C: 10.0622 17.1691 7.2573  0.024
C: 10.8166 17.9787 6.1738  0.007
C: 10.4879 17.6484 8.6691  0.012
C: 8.5785 17.4085 7.0619  0.011
C: 15.5484 13.0175 6.6642  0.282
O: 15.2643 11.7667 6.5732  0.271
C: 16.9281 13.3898 6.9220  0.098
C: 17.2340 14.7401 6.9465  0.048
C: 17.9540 12.2947 7.1161  0.011
C: 18.0281 11.3678 5.8788  0.015
C: 19.3766 12.8557 7.3195  -0.002
C: 17.5957 11.4632 8.3826  0.011
H: 16.0710 18.9928 7.7017  0.002
H: 16.4082 17.6079 8.7721  -0.001
H: 14.8514 17.6912 7.9276  -0.005
H: 16.1390 18.8528 5.3295  0.002
H: 15.0323 17.4795 5.2066  -0.003
H: 16.6283 17.3756 4.4757  -0.002
H: 18.3480 18.4794 6.7343  0.000
H: 18.7101 16.8867 6.0573  -0.001
H: 18.4822 17.0526 7.7697  0.000
H: 14.1341 16.1130 6.4892  0.002
H: 12.4814 16.0108 7.1434  -0.022
H: 8.3768 15.0601 7.0728  0.025
H: 8.3250 12.0826 9.0748  0.000
H: 6.7845 11.8997 8.2509  0.000
H: 7.4853 13.5114 8.4855  0.000
H: 9.3402 10.4984 7.3333  0.001
H: 9.1628 10.7464 5.6083  0.002
H: 7.7263 10.3905 6.4949  0.000
H: 7.0918 13.9080 5.9318  -0.002
H: 6.5022 12.2347 5.8391  0.000
H: 7.7509 12.8180 4.7658  0.000
H: 11.9124 17.9474 6.3324  0.000
H: 10.5493 19.0351 6.2258  -0.001
H: 10.5343 17.5901 5.1934  0.001
H: 11.5676 17.4842 8.8675  -0.002
H: 9.9158 17.1527 9.4395  0.001
H: 10.2342 18.6949 8.8082  0.000
H: 8.2497 16.9632 6.0822  -0.003
H: 8.3334 18.4732 7.0605  0.000
H: 7.9495 16.9551 7.8510  -0.001
H: 18.2546 15.0600 7.1001  0.002
H: 18.1636 11.9300 4.9783  -0.003
H: 17.1394 10.7615 5.7457  0.000
H: 18.8515 10.6879 6.0039  0.001
H: 19.6685 13.4481 6.4360  0.001
H: 20.0611 11.9891 7.3837  0.000
H: 19.5165 13.4894 8.1960  0.000
H: 16.6099 11.0207 8.2320  0.000
H: 17.6177 12.1561 9.2344  -0.001
H: 18.3242 10.6606 8.5421  0.000
N: 11.9306 13.4029 10.9410  -0.002
C: 12.8355 12.4160 11.2751  0.001
C: 12.9948 11.9305 12.5824  0.000
C: 13.8625 10.8962 12.8167  0.000
C: 14.5343 10.3046 11.7444  0.000
C: 14.2936 10.8005 10.4824  0.001
N: 13.4601 11.8149 10.2249  0.002
H: 11.5425 13.9395 11.6902  0.000
H: 12.0635 13.8798 10.0827  0.002
H: 12.4850 12.4084 13.4180  0.000
H: 14.0744 10.5688 13.8429  0.000
H: 15.2156 9.5308 11.9440  0.000
H: 14.8179 10.3562 9.6329  -0.002
C: 11.6531 8.6701 7.1304  0.002
C: 13.1218 8.5343 6.9909  0.004
C: 13.8270 7.2805 7.2309  0.001
O: 13.8180 9.4775 6.6316  -0.001
H: 11.2052 8.5243 6.1421  0.000
H: 11.4284 9.6827 7.4261  -0.001
H: 11.1960 7.9727 7.8053  0.001
H: 14.4546 7.0437 6.3622  0.000
H: 13.1111 6.5027 7.4581  0.000
H: 14.5032 7.3887 8.0843  0.000

Output
Kohn-Sham gap (alpha / beta)   7.909 / 5.184 eV
Total charge   +1
Spin multiplicity   3
Highest occupied orbital energy (alpha / beta)   -10.01 / -10.45 eV
Max |F|   2.06 eV/Å
Energy relative to the best compared isomer or geometry (same formula, charge and spin)   0.0 kcal/mol



(2)
Entry from the Open Molecules 2025 dataset: a structure of composition C36H53BaN4OP2 at a distorted geometry (ωB97M-V/def2-TZVPD).

Last column: Löwdin charge in e.
CARTESIAN COORDINATES (ANGSTROEM)
C: -1.6124 -1.0990 -1.9951  -0.376
C: 0.6781 -1.5581 -1.8525  -0.324
C: -1.7975 -2.1850 -2.8466  -0.075
C: 0.5127 -2.7719 -2.5306  -0.054
C: -0.7412 -3.0732 -3.0579  -0.091
H: -2.7740 -2.3073 -3.3076  0.104
H: 1.3904 -3.3979 -2.6908  0.108
H: -0.8930 -3.9633 -3.6674  0.100
N: -0.4086 -0.8448 -1.4364  -0.077
P: -2.9511 0.4074 0.0168  0.966
P: 3.3532 -0.2334 -0.6786  1.042
C: -2.7283 -0.0685 -1.7655  -0.263
H: -2.4591 0.8512 -2.3148  0.081
H: -3.6827 -0.3970 -2.2058  0.079
C: 0.4495 3.1577 2.7725  -0.010
O: 0.5996 4.1130 3.3921  0.075
C: 2.0107 -0.8496 -1.9155  -0.238
H: 2.6179 -1.2716 -2.7291  0.104
C: 4.8358 0.4427 -1.5588  -0.600
C: 3.7108 -0.8738 0.9978  -0.638
C: -3.7998 2.0986 -0.0385  -0.716
C: -4.0060 -1.0231 0.6824  -0.688
C: 5.0238 1.9090 -1.1155  -0.075
H: 5.2223 2.0018 -0.0425  0.066
H: 5.8874 2.3220 -1.6533  0.095
H: 4.1492 2.5233 -1.3527  0.076
C: 6.1282 -0.3443 -1.2591  -0.092
H: 6.4615 -0.2798 -0.2189  0.062
H: 6.0347 -1.3983 -1.5478  0.085
H: 6.9385 0.0880 -1.8654  0.096
C: 4.6457 0.3994 -3.0951  -0.064
H: 5.5282 0.8626 -3.5587  0.095
H: 4.5929 -0.6371 -3.4584  0.089
H: 3.7652 0.9607 -3.4382  0.084
C: 4.6239 0.1484 1.7038  -0.080
H: 4.1077 1.1120 1.8378  0.088
H: 4.8795 -0.2412 2.7005  0.099
H: 5.5635 0.3396 1.1768  0.053
C: 2.4341 -1.0371 1.8587  -0.179
H: 2.1074 -0.0510 2.2546  0.010
H: 1.6334 -1.5804 1.3176  0.046
H: 2.6638 -1.6386 2.7492  0.099
C: 4.3889 -2.2489 0.8000  -0.070
H: 5.3666 -2.1639 0.3100  0.062
H: 4.5434 -2.7310 1.7762  0.092
H: 3.7549 -2.9143 0.1934  0.091
C: -4.6080 -0.6249 2.0412  -0.094
H: -5.1145 -1.5031 2.4685  0.092
H: -3.8365 -0.3093 2.7593  0.069
H: -5.3598 0.1715 1.9562  0.069
C: -3.0464 -2.2100 0.8879  -0.093
H: -2.5619 -2.5209 -0.0472  0.076
H: -2.2662 -1.9798 1.6278  0.037
H: -3.6225 -3.0662 1.2691  0.098
C: -5.1051 -1.4183 -0.3097  -0.088
H: -5.7567 -2.1554 0.1828  0.094
H: -5.7333 -0.5717 -0.6135  0.064
H: -4.6923 -1.8928 -1.2088  0.077
C: -2.9828 3.0370 -0.9536  -0.094
H: -3.0655 2.7535 -2.0108  0.079
H: -3.3862 4.0566 -0.8556  0.095
H: -1.9136 3.0754 -0.6846  0.068
C: -3.8313 2.6817 1.3895  -0.100
H: -2.8211 2.8169 1.8065  0.061
H: -4.3150 3.6684 1.3496  0.093
H: -4.4027 2.0568 2.0876  0.063
C: -5.2241 1.9573 -0.5797  -0.096
H: -5.2409 1.5187 -1.5870  0.087
H: -5.8736 1.3708 0.0846  0.070
H: -5.6581 2.9669 -0.6502  0.093
Ba: 0.0281 0.5577 0.9115  1.583
N: 2.2603 1.0675 -0.5917  -0.236
C: 1.7971 0.5653 -1.7909  -0.545
C: 1.2130 1.3936 -2.8227  -0.208
C: 1.0105 2.7707 -2.5922  -0.054
C: 0.9742 0.8364 -4.0982  -0.027
C: 0.6652 3.5855 -3.6683  -0.091
H: 1.1779 3.1595 -1.5792  0.097
C: 0.6455 1.6720 -5.1617  -0.080
H: 1.0794 -0.2403 -4.2355  0.117
C: 0.5124 3.0479 -4.9577  -0.098
H: 0.5341 4.6527 -3.4981  0.100
H: 0.5161 1.2377 -6.1533  0.106
H: 0.2962 3.7062 -5.7996  0.100
N: -1.5711 -2.4241 7.1512  0.134
C: -1.3134 -1.9679 5.9013  -0.307
C: -0.8626 -2.8465 4.8855  -0.001
C: -0.5692 -2.3234 3.6304  -0.150
N: -0.7151 -1.0069 3.3092  -0.094
C: -1.1699 -0.1749 4.2864  -0.167
C: -1.4768 -0.6022 5.5739  -0.009
H: -1.4422 -3.3967 7.3988  0.116
H: -1.8673 -1.8014 7.8904  0.114
H: -0.7403 -3.9088 5.0856  0.116
H: -0.2018 -2.9838 2.8350  0.118
H: -1.2797 0.8860 4.0143  0.091
H: -1.8319 0.1053 6.3225  0.116

Output
Kohn-Sham gap (alpha / beta)   4.826 / 3.548 eV
Total charge   +1
Highest occupied orbital energy (alpha / beta)   -7.52 / -6.24 eV
Max |F|   4.22 eV/Å
Energy relative to the best compared isomer or geometry (same formula, charge and spin)   33.0 kcal/mol



(3)
Entry from the Open Molecules 2025 dataset: a structure of composition C36H53BrCl12O7P at a distorted geometry (ωB97M-V/def2-TZVPD).

Last column: Löwdin charge in e.
CARTESIAN COORDINATES (ANGSTROEM)
C: -1.3798 -1.7146 4.4798  -0.145
C: -0.0907 -0.7860 4.8489  -0.191
C: 0.9242 -0.6356 3.6099  -0.246
O: 1.2532 0.7207 3.2602  -0.229
C: 0.4934 1.2247 2.1196  -0.257
P: 1.6306 1.7083 0.6187  0.615
C: 1.6074 3.5441 1.2192  -0.252
C: 2.3253 3.7483 2.6528  -0.235
C: 1.3580 4.4167 3.7449  -0.201
C: 0.8610 5.9027 3.3737  -0.259
O: 1.6324 6.5375 2.3133  -0.132
C: 1.6363 -0.1489 0.0680  -0.247
O: 2.5460 -0.9929 0.8559  -0.148
C: 2.2096 -2.3691 0.6186  -0.265
C: 2.0358 -3.4072 1.7892  -0.218
C: 1.6532 -4.9092 1.5031  -0.126
C: 1.4594 -5.4695 0.0537  -0.094
C: 1.6541 -4.4341 -1.1176  -0.074
C: 2.0115 -2.9571 -0.8277  -0.015
O: 0.1314 1.7532 -0.2820  -0.294
C: 0.4179 1.9795 -1.7176  -0.207
C: -0.4223 0.8297 -2.4254  -0.149
C: -2.0197 1.1110 -2.2259  -0.262
C: -2.9206 -0.2079 -2.4821  -0.552
Br: -4.2788 -0.3187 -1.0051  0.521
C: 1.9596 2.3330 -2.0345  -0.297
O: 1.8986 3.8123 -2.2298  0.013
C: 1.5959 4.1673 -3.5598  -0.335
O: 2.5714 4.5235 -4.2951  0.063
C: 0.1628 4.2594 -4.2424  -0.060
C: -0.5458 5.6639 -4.1527  -0.003
C: -1.9302 5.9643 -4.8011  -0.068
C: -2.6298 4.8006 -5.5827  -0.083
C: -1.9672 3.3913 -5.6786  -0.066
C: -0.5661 3.1353 -5.0081  -0.019
C: 2.9620 1.4866 -2.9206  -0.214
C: 2.4101 0.2859 -3.8067  -0.084
C: 4.2643 0.8918 -2.1271  -0.157
C: 5.4229 1.9848 -1.9170  -0.248
C: 6.8792 1.3750 -1.6397  -0.141
O: 2.5708 2.3235 -0.7019  -0.294
H: -1.4778 -1.8939 3.3536  0.038
H: -1.3416 -2.7294 5.0071  0.059
H: -2.3607 -1.1977 4.8102  0.068
H: 0.4649 -1.3795 5.6713  0.096
H: -0.3894 0.2343 5.2675  0.107
H: 0.5224 -1.2520 2.7175  0.099
H: 1.9266 -1.1461 3.8912  0.118
H: -0.3583 0.5225 1.7870  0.101
H: -0.0393 2.1885 2.4834  0.087
H: 2.8223 1.4403 1.3772  0.054
H: 0.5237 3.9130 1.2649  0.087
H: 2.1812 4.1758 0.4470  0.085
H: 3.1904 4.4964 2.4781  0.098
H: 2.7876 2.7894 3.0659  0.090
H: 0.4451 3.7630 3.9979  0.102
H: 1.9760 4.5097 4.7165  0.100
H: -0.2712 5.9253 3.1663  0.117
H: 1.0127 6.5734 4.3093  0.107
H: 2.5415 6.7028 2.6618  0.091
H: 0.5900 -0.6317 0.1516  0.110
H: 1.9443 -0.2454 -1.0311  0.060
H: 2.1626 -3.1211 2.8925  0.092
H: 1.4960 -5.6802 2.3413  0.092
H: 1.1829 -6.5594 -0.1671  0.078
H: 1.5210 -4.8561 -2.1711  0.079
H: 2.1608 -2.2258 -1.6909  0.077
H: -0.2268 2.9301 -1.8942  0.154
H: -0.2564 -0.2211 -1.9649  0.110
H: -0.2723 0.7089 -3.5505  0.077
H: -2.2740 1.4947 -1.1828  0.081
H: -2.2692 1.9523 -2.9703  0.097
H: -3.5114 -0.0316 -3.4597  0.065
H: -2.2740 -1.1455 -2.5152  0.069
H: -0.0510 6.5571 -3.6168  0.109
H: -2.4178 7.0067 -4.7498  0.089
H: -3.6368 4.9277 -6.1210  0.081
H: -2.4338 2.5219 -6.2583  0.086
H: -0.0907 2.1097 -5.1257  0.077
H: 3.4635 2.2153 -3.6747  0.137
H: 1.8852 -0.5238 -3.1655  0.067
H: 1.6161 0.6676 -4.5456  0.062
H: 3.2058 -0.2616 -4.4124  0.083
H: 3.9962 0.2890 -1.2011  0.111
H: 4.7075 0.1230 -2.8777  0.109
H: 5.4935 2.6459 -2.8621  0.111
H: 5.1268 2.7101 -1.0657  0.118
H: 6.9461 0.9721 -0.5755  0.073
H: 7.6216 2.2623 -1.7101  0.072
H: 7.1484 0.6264 -2.4573  0.066
C: 5.9668 -4.4374 1.2800  -1.480
Cl: 6.9964 -3.3071 2.1754  0.503
Cl: 6.1582 -6.0837 1.9096  0.489
Cl: 4.2652 -3.9319 1.3565  0.732
H: 6.2803 -4.4322 0.2371  0.015
C: -4.4086 -4.2580 2.4609  -1.596
Cl: -4.4258 -4.0306 4.2164  0.521
Cl: -3.7522 -2.8277 1.6524  0.522
Cl: -3.4760 -5.7007 2.0299  0.505
H: -5.4356 -4.4028 2.1238  -0.118
C: -8.3667 -6.0057 1.8783  -1.513
Cl: -8.9181 -4.4389 1.2690  0.534
Cl: -9.0423 -7.3227 0.9091  0.506
Cl: -6.5985 -6.0819 1.8861  0.606
H: -8.7189 -6.1185 2.9021  0.006
C: -12.9843 -7.5025 2.1549  -1.536
Cl: -14.6396 -7.0070 2.5367  0.519
Cl: -12.7793 -7.6913 0.4079  0.515
Cl: -11.8218 -6.3322 2.7951  0.518
H: -12.7972 -8.4647 2.6277  0.017

Output
Kohn-Sham gap   5.945 eV
Total charge   -1
Highest occupied orbital energy   -4.53 eV
Max |F|   4.89 eV/Å



(4)
Entry from the Open Molecules 2025 dataset: a structure of composition C36H53N2O7SSi2Ti (ωB97M-V/def2-TZVPD).

Last column: Löwdin charge in e.
CARTESIAN COORDINATES (ANGSTROEM)
Ti: 0.0234 -0.2195 0.2720  0.849
C: -2.8814 3.6972 -2.4732  -0.018
N: -2.7178 2.3593 -1.9160  -0.110
C: -3.7918 1.3890 -2.1137  -0.002
C: -1.6529 2.0214 -1.1891  -0.365
O: -1.5566 0.9080 -0.6569  -0.060
C: -0.5253 3.0485 -1.1101  -0.092
O: 0.5472 2.6083 -0.3246  -0.124
C: 0.6833 3.2230 0.9320  -0.091
C: -0.0799 2.4240 1.9816  -0.362
O: -0.3010 1.2375 1.7037  -0.120
N: -0.4711 2.9820 3.1174  -0.103
C: -0.1522 4.3699 3.4417  -0.012
C: -1.1871 2.2033 4.1272  0.002
H: -3.8020 3.7125 -3.0485  0.096
H: -2.9625 4.4537 -1.6910  0.100
H: -2.0609 3.9566 -3.1436  0.097
H: -4.2204 1.5442 -3.1010  0.096
H: -3.3830 0.3843 -2.0488  0.088
H: -4.5665 1.5065 -1.3552  0.104
H: -0.1464 3.2039 -2.1263  0.118
H: -0.9116 4.0145 -0.7688  0.141
H: 1.7428 3.1804 1.2069  0.121
H: 0.3948 4.2769 0.8990  0.132
H: -0.7289 5.0630 2.8279  0.100
H: -0.4145 4.5384 4.4821  0.098
H: 0.9131 4.5694 3.3296  0.102
H: -1.3556 1.1949 3.7586  0.089
H: -0.5932 2.1685 5.0404  0.103
H: -2.1430 2.6838 4.3360  0.105
C: -0.3512 -1.8636 -3.9940  0.009
C: 0.7707 -1.2441 -3.1645  -0.510
C: 2.0735 -1.1557 -3.9485  0.000
O: 0.3748 0.0548 -2.7043  -0.029
C: 0.9937 -2.1273 -1.9305  -0.528
O: 1.5317 -3.2038 -2.0273  0.116
O: 0.5575 -1.6352 -0.8012  -0.180
H: -0.5122 -1.2776 -4.9023  0.092
H: -1.2776 -1.8845 -3.4190  0.088
H: -0.0957 -2.8816 -4.2837  0.102
H: 1.9322 -0.5510 -4.8483  0.093
H: 2.4005 -2.1485 -4.2494  0.096
H: 2.8589 -0.7105 -3.3365  0.078
H: 0.2545 0.6045 -3.4864  0.103
C: -3.4788 -0.4322 1.1932  -0.196
Si: -1.9846 -1.6040 1.1278  0.601
C: -2.3564 -2.9323 -0.1567  -0.191
C: -1.8345 -2.3473 2.8481  -0.309
C: -2.8762 -3.0128 3.5037  -0.094
C: -2.7132 -3.4761 4.7969  -0.082
C: -1.5037 -3.2771 5.4586  -0.083
C: -0.4653 -2.6260 4.8168  -0.090
C: -0.6190 -2.1568 3.5079  -0.312
Si: 0.7504 -1.4217 2.4508  0.599
C: 1.6794 -0.1870 3.5649  -0.189
C: 1.9479 -2.8185 2.0238  -0.177
H: -4.2495 -0.8710 1.8336  0.030
H: -3.9137 -0.2788 0.2071  0.002
H: -3.2253 0.5455 1.6070  0.018
H: -3.1746 -3.5667 0.1964  0.033
H: -1.4900 -3.5696 -0.3359  0.031
H: -2.6652 -2.4999 -1.1110  0.018
H: -3.8274 -3.1709 3.0060  0.102
H: -3.5238 -3.9916 5.2959  0.103
H: -1.3751 -3.6397 6.4705  0.103
H: 0.4749 -2.4900 5.3409  0.100
H: 2.1749 -0.7307 4.3748  0.037
H: 0.9918 0.5178 4.0300  0.006
H: 2.4503 0.3958 3.0575  -0.013
H: 2.6453 -2.9939 2.8485  0.037
H: 2.5206 -2.6587 1.1110  -0.007
H: 1.3750 -3.7365 1.8791  0.044
O: 2.2267 0.2614 0.2251  -0.558
S: 3.4796 0.9565 0.6928  1.001
C: 4.6968 -0.3288 1.1019  -0.252
C: 5.2651 -1.1024 -0.0485  -0.283
C: 6.6025 -0.9379 -0.3949  -0.050
C: 7.1340 -1.6219 -1.4783  -0.070
C: 6.3304 -2.4747 -2.2202  -0.069
C: 4.9979 -2.6487 -1.8727  -0.056
C: 4.4649 -1.9644 -0.7912  -0.037
C: 4.1970 1.6370 -0.8098  -0.251
C: 3.4584 2.8589 -1.2669  -0.273
C: 3.5236 4.0464 -0.5473  -0.061
C: 2.8419 5.1720 -0.9843  -0.072
C: 2.0994 5.1239 -2.1561  -0.077
C: 2.0404 3.9439 -2.8848  -0.093
C: 2.7085 2.8142 -2.4363  -0.028
H: 4.1612 -0.9591 1.8154  0.090
H: 5.4740 0.2051 1.6547  0.104
H: 7.2342 -0.2778 0.1881  0.115
H: 8.1763 -1.4938 -1.7372  0.108
H: 6.7458 -3.0140 -3.0607  0.108
H: 4.3651 -3.3271 -2.4285  0.109
H: 3.4276 -2.1130 -0.5246  0.082
H: 4.1576 0.8385 -1.5515  0.102
H: 5.2493 1.8419 -0.5952  0.119
H: 4.1229 4.0980 0.3551  0.122
H: 2.9131 6.0958 -0.4251  0.111
H: 1.5927 6.0104 -2.5139  0.109
H: 1.4876 3.9082 -3.8156  0.112
H: 2.6527 1.8917 -2.9982  0.110

Output
Kohn-Sham gap   7.261 eV
Total charge   +1
Highest occupied orbital energy   -9.49 eV
Max |F|   0.70 eV/Å
Energy relative to the best compared isomer or geometry (same formula, charge and spin)   6.1 kcal/mol